a.
C2H7N3OS | ωB97M-V/def2-TZVPD

## Properties
- LUMO: 0.610 eV
- HOMO energy: -0.303 Ha
- SMILES: CS/C(=N\N)NO
- Spin multiplicity: 1
- Kohn-Sham gap: 8.864 eV

Geometry as XYZ:
```
14
C2H7N3OS, DFT ωB97M-V/def2-TZVPD
C -1.74998 1.26228 -0.62976
C 0.47407 -0.23854 -0.13724
H -1.08607 2.00413 -1.07820
H -2.77839 1.30344 -1.04617
H -1.70015 1.47305 0.44690
H 1.28913 1.33055 -0.98475
H 2.54241 -0.08496 0.60725
H 0.07490 -2.50433 1.70808
H -0.67156 -2.36970 0.30725
N 1.18337 0.92638 -0.11703
N 0.89904 -1.20553 0.63392
N 0.21018 -2.38703 0.76687
O 2.40363 0.87550 0.51506
S -1.09056 -0.38523 -0.99218
```

Here are the Mulliken charges for atoms 1 to 4, given in e:
1. C -0.75
2. C 0.61
3. H 0.25
4. H 0.31


b.
C2H7N3OS | ωB97M-V/def2-TZVPD

## Properties
- LUMO: 0.699 eV
- HOMO energy: -0.322 Ha
- SMILES: N/N=C(/CS)NO
- Spin multiplicity: 1
- Kohn-Sham gap: 9.474 eV

Geometry as XYZ:
```
14
C2H7N3OS, DFT ωB97M-V/def2-TZVPD
C 0.07357 -0.08169 0.21441
C -1.29906 -0.37520 0.70493
H 2.75347 -0.18992 0.19531
H 2.53300 -1.64147 -0.44811
H -1.03852 -1.57634 1.02878
H -1.55987 0.02235 1.86702
H -2.54049 -1.15580 -1.42958
H 0.97921 1.14070 -1.05722
H -0.12629 2.82945 0.24791
N 2.27995 -0.67494 -0.54796
N 0.84537 -1.11316 -0.02550
N 0.51050 1.11351 -0.15879
O -0.46957 2.04572 -0.16905
S -2.94126 -0.34321 -0.42212
```

Here are the Mulliken charges for atoms 1 to 4, given in e:
1. C 0.48
2. C -0.64
3. H 0.23
4. H 0.33


c.
C2H7N3OS | ωB97M-V/def2-TZVPD

## Properties
- LUMO: 0.574 eV
- HOMO energy: -0.320 Ha
- Spin multiplicity: 1
- Kohn-Sham gap: 9.270 eV

Geometry as XYZ:
```
14
C2H7N3OS, DFT ωB97M-V/def2-TZVPD
C 0.04327 0.00272 0.21411
C 1.37391 0.42859 0.73146
H -1.57205 -2.14127 0.21334
H -3.03635 -0.76092 0.70430
H 1.25457 -0.11001 1.62567
H 2.14053 0.05169 -0.00215
H 0.10903 2.25057 1.47003
H -1.13108 -0.03679 -1.34898
H 1.54576 -0.59345 -2.21861
N -2.04535 -0.95780 0.02510
N -0.99606 -0.25614 0.86210
N -0.12218 -0.35806 -1.17501
O 0.87752 0.30039 -2.00721
S 1.55849 2.18048 0.90585
```

Here are the Mulliken charges for atoms 1 to 4, given in e:
1. C 0.35
2. C -0.38
3. H 0.33
4. H 0.30


Q: Which of them is the most stable? A: a.


a.
C2H7N3OS | ωB97M-V/def2-TZVPD

## Properties
- LUMO: 0.630 eV
- HOMO energy: -0.333 Ha
- SMILES: C/N=C(/NO)NS
- Spin multiplicity: 1
- Kohn-Sham gap: 9.686 eV

Geometry as XYZ:
```
14
C2H7N3OS, DFT ωB97M-V/def2-TZVPD
C 0.27620 0.10491 2.22232
C 0.20082 -0.30809 -0.06798
H 0.64713 1.13919 2.22570
H 0.65340 -0.36781 3.10770
H -0.80166 0.19830 2.30582
H -0.53948 1.49978 0.44532
H -2.11715 0.85879 -1.93630
H 0.69919 -2.03276 -0.74533
H 0.36891 -0.84408 -2.99989
N 0.65861 -0.65340 1.05820
N -0.32995 0.89793 -0.38150
N 0.22309 -1.24195 -1.12441
O 0.97508 -0.74594 -2.23026
S -0.91418 1.49514 -1.87939
```

Here are the Mulliken charges for atoms 1 to 4, given in e:
1. C -1.00
2. C 0.63
3. H 0.32
4. H 0.27


b.
C2H7N3OS | ωB97M-V/def2-TZVPD

## Properties
- LUMO: 0.611 eV
- HOMO energy: -0.299 Ha
- SMILES: CN/C(=N/S)NO
- Spin multiplicity: 1
- Kohn-Sham gap: 8.741 eV

Geometry as XYZ:
```
14
C2H7N3OS, DFT ωB97M-V/def2-TZVPD
C -1.20226 -1.59038 0.18890
C 0.41895 0.32784 0.03099
H -1.14875 -1.69231 1.39122
H -2.23463 -1.85311 -0.15445
H -0.47535 -2.39271 -0.26655
H -1.60366 0.40038 0.24094
H 1.17184 2.22785 -0.26660
H -1.42046 1.77039 -0.66913
H 3.36660 -0.67924 -0.84906
N -0.89354 -0.11779 -0.24068
N 0.45613 1.66778 0.26817
N 1.40885 -0.55215 0.09286
O -0.77911 2.29714 0.12159
S 2.93539 0.18631 0.11178
```

Here are the Mulliken charges for atoms 1 to 4, given in e:
1. C -0.80
2. C 0.57
3. H 0.26
4. H 0.31


c.
C2H7N3OS | ωB97M-V/def2-TZVPD

## Properties
- LUMO: 0.606 eV
- HOMO energy: -0.327 Ha
- SMILES: [H]/N=C(\NS)N(C)O
- Spin multiplicity: 1
- Kohn-Sham gap: 9.496 eV

Geometry as XYZ:
```
14
C2H7N3OS, DFT ωB97M-V/def2-TZVPD
C -0.52484 -1.58496 0.51513
C -0.02693 0.73531 -0.04043
H -1.15225 -1.34713 1.37242
H 0.46782 -1.76916 0.81087
H -0.94867 -2.45233 0.00175
H -2.18301 0.55128 -0.50116
H -0.27806 2.65143 0.21686
H 1.67552 1.56617 0.64786
H 2.44001 0.27655 -1.63185
N -0.60286 -0.47057 -0.44319
N -0.76141 1.76559 0.01335
N 1.31112 0.68735 0.32559
O -1.90352 -0.29769 -0.86592
S 2.48707 -0.31186 -0.42130
```

Here are the Mulliken charges for atoms 1 to 4, given in e:
1. C -0.89
2. C 0.59
3. H 0.29
4. H 0.34


Q: Which of them is the most stable? A: c.


a.
C5H11N2O | ωB97M-V/def2-TZVPD

## Properties
- LUMO: 3.024 eV
- HOMO energy: -0.037 Ha
- Net charge: -1
- Spin multiplicity: 1
- Kohn-Sham gap: 4.043 eV

Geometry as XYZ:
```
19
C5H11N2O, DFT ωB97M-V/def2-TZVPD
C 0.24731 0.25511 -2.34214
O 0.87128 1.32356 -1.57787
C -1.07699 -0.39249 -1.85581
C -0.06900 -0.33602 3.03136
C 0.20243 0.57005 1.96924
C 1.56104 0.34281 2.27165
N -0.39221 0.97574 0.92111
N -1.31811 -1.59385 -2.62043
H 0.15107 0.58480 -3.38081
H 0.91973 -0.61183 -2.36070
H -0.89654 -0.69878 -0.81978
H 0.34790 -0.22250 4.02496
H -0.35400 -1.34924 2.77932
H 2.11747 0.68032 3.13427
H 2.05848 -0.43370 1.69501
H 0.77509 1.12721 -0.63174
H -1.37511 0.70778 0.96446
H -1.94802 -1.36473 -3.39204
H -1.82184 0.43576 -1.81005
```

Here are the Mulliken charges for atoms 1 to 4, given in e:
1. C -0.60
2. O -0.56
3. C -0.02
4. C -0.86


b.
C5H11N2O | ωB97M-V/def2-TZVPD

## Properties
- LUMO (alpha / beta): 4.259 / 4.182 eV
- HOMO energy (alpha / beta): -0.064 / -0.037 Ha
- Net charge: -1
- Spin multiplicity: 1
- Kohn-Sham gap (alpha / beta): 5.988 / 5.189 eV

Geometry as XYZ:
```
19
C5H11N2O, DFT ωB97M-V/def2-TZVPD
C -0.19210 0.94302 -0.46465
C 1.01468 1.65944 0.23677
C -0.40343 -0.45838 -0.00219
C -0.07368 -1.44544 -1.01634
C -0.97849 -0.62787 1.43276
N 2.13418 0.82507 0.02688
N 2.05565 -0.37975 0.73175
O 2.57544 -1.31055 -0.00366
H -1.19301 1.45260 -0.43997
H 0.15372 0.94350 -1.59733
H 1.06048 2.69017 -0.19337
H 0.69182 1.97304 1.31732
H -0.90144 -2.18342 -1.01318
H 0.89609 -1.98009 -1.00822
H -0.18263 -1.00047 -1.96390
H -0.72011 -1.53584 1.77684
H -2.12921 -0.67714 1.55715
H -0.70945 0.10039 2.16314
H 2.42725 0.51295 -0.96121
```

Here are the Mulliken charges for atoms 1 to 4, given in e:
1. C -0.87
2. C -0.64
3. C 0.75
4. C -1.32


c.
C5H11N2O | ωB97M-V/def2-TZVPD

## Properties
- LUMO: 4.198 eV
- HOMO energy: -0.107 Ha
- SMILES: C=C(N)C[C@H](N)C[O-]
- Net charge: -1
- Spin multiplicity: 1
- Kohn-Sham gap: 7.121 eV

Geometry as XYZ:
```
19
C5H11N2O, DFT ωB97M-V/def2-TZVPD
C 0.23592 -1.25499 1.56374
O 0.27772 0.07435 1.99673
C 0.25218 -1.13935 -0.03138
C -0.76588 -0.01724 -0.46358
C -0.14770 1.25538 -0.80863
C -0.46391 2.01631 -1.89907
N 0.70567 1.78986 0.16015
N -0.18960 -2.41580 -0.58997
H -0.56313 -1.90431 1.98498
H 1.20234 -1.76068 2.02281
H 1.13663 -0.72044 -0.37830
H -1.37900 -0.36867 -1.36530
H -1.26935 0.31160 0.34701
H -0.29406 3.02805 -2.05899
H -1.01543 1.58264 -2.70962
H 0.88827 1.01481 0.96818
H 0.93189 2.80679 0.17902
H -0.76625 -2.30303 -1.50309
H 0.63020 -3.06066 -0.61827
```

Here are the Mulliken charges for atoms 1 to 4, given in e:
1. C -0.56
2. O -0.85
3. C 0.11
4. C -0.93


Q: Which of them is the most stable? A: c.


a.
C5H5NOS | ωB97M-V/def2-TZVPD

## Properties
- LUMO: -0.131 eV
- HOMO energy: -0.330 Ha
- Spin multiplicity: 1
- Kohn-Sham gap: 8.842 eV

Geometry as XYZ:
```
13
C5H5NOS, DFT ωB97M-V/def2-TZVPD
C -0.74280 -0.62434 1.12810
C -1.11660 -0.09452 -0.24164
C 0.53368 -0.95556 0.36970
C 1.09703 0.49407 0.06477
C -0.19065 1.08813 -0.36555
H -2.13939 -0.08212 -0.55289
H 1.19972 -1.82423 0.47197
H 1.84977 0.95018 0.72114
H 0.75668 0.12112 -2.00716
H -0.47017 2.12644 -0.12038
N 0.90217 0.86903 -1.29559
O -0.33605 -1.18289 -0.78291
S -1.34339 -0.88532 2.61044
```

Here are the Mulliken charges for atoms 1 to 4, given in e:
1. C -0.25
2. C 0.07
3. C 0.02
4. C -0.20


b.
C5H5NOS | ωB97M-V/def2-TZVPD

## Properties
- LUMO: -0.266 eV
- HOMO energy: -0.291 Ha
- SMILES: O=C1C=CN/C1=C/S
- Spin multiplicity: 1
- Kohn-Sham gap: 7.645 eV

Geometry as XYZ:
```
13
C5H5NOS, DFT ωB97M-V/def2-TZVPD
C -0.53724 1.83345 -0.21375
C -0.08984 0.54151 -0.27732
C 0.45348 -1.54468 -0.90106
C 0.56812 -1.63817 0.43235
C 0.31368 -0.34213 0.96701
H -0.61564 1.61122 1.97523
H -0.41462 2.48099 -1.11191
H -0.53733 -0.24321 -2.16859
H 0.38627 -2.24761 -1.71018
H 0.79624 -2.67559 0.96177
N -0.10179 -0.38488 -1.33066
O 0.55203 -0.06724 2.18903
S -0.77335 2.67631 1.18809
```

Here are the Mulliken charges for atoms 1 to 4, given in e:
1. C -0.29
2. C -0.03
3. C -0.22
4. C -0.64


c.
C5H5NOS | ωB97M-V/def2-TZVPD

## Properties
- LUMO: 0.333 eV
- HOMO energy: -0.301 Ha
- SMILES: O=c1cc[nH]cc1S
- Spin multiplicity: 1
- Kohn-Sham gap: 8.534 eV

Geometry as XYZ:
```
13
C5H5NOS, DFT ωB97M-V/def2-TZVPD
C 0.26984 0.22003 -0.42312
C 1.37006 0.32669 0.43390
C 0.26539 -0.93956 2.07593
C -0.89421 -1.05697 1.34989
C -1.00878 -0.35197 0.04789
H -1.05549 0.89658 -2.09978
H 2.27520 0.95395 0.16368
H 2.19313 -0.34632 2.20259
H 0.40665 -1.48320 3.07203
H -1.82268 -1.51664 1.71320
N 1.33555 -0.28550 1.65577
O -2.03298 -0.21283 -0.58924
S 0.30652 1.00047 -2.05220
```

Here are the Mulliken charges for atoms 1 to 4, given in e:
1. C 0.15
2. C -0.35
3. C -0.10
4. C -0.68


Q: Which of them is the most stable? A: c.


a.
C5H14N2O | ωB97M-V/def2-TZVPD

## Properties
- LUMO: 0.540 eV
- HOMO energy: -0.298 Ha
- Spin multiplicity: 1
- Kohn-Sham gap: 8.639 eV

Geometry as XYZ:
```
22
C5H14N2O, DFT ωB97M-V/def2-TZVPD
C 0.69836 1.61733 -0.64509
N 0.69567 0.95893 0.63294
O 2.91964 1.18526 1.33667
H 2.80145 1.82492 2.04624
H 1.81888 0.67423 1.02371
H -0.23370 2.17082 -0.81869
H 0.87164 0.95202 -1.50547
H 1.51448 2.33994 -0.61514
C -1.92302 0.49067 0.80737
C 0.59906 -2.12262 -0.24214
N -0.63893 -0.20827 0.63334
C -0.50851 -1.13309 -0.44871
C -1.18633 -1.00115 -1.59127
H -0.36847 -0.65216 1.50708
H -1.85745 1.09538 1.70846
H -2.74585 -0.22307 0.88554
H -2.09429 1.15432 -0.03747
H 1.54422 -1.60458 -0.06883
H 0.39925 -2.75619 0.62662
H 0.71127 -2.76393 -1.11285
H -1.99849 -0.30438 -1.72183
H -1.01887 -1.69439 -2.40045
```

Here are the Mulliken charges for atoms 1 to 4, given in e:
1. C -0.68
2. N -0.39
3. O -0.87
4. H 0.25


b.
C5H14N2O | ωB97M-V/def2-TZVPD

## Properties
- LUMO: 0.876 eV
- HOMO energy: -0.274 Ha
- Spin multiplicity: 1
- Kohn-Sham gap: 8.325 eV

Geometry as XYZ:
```
22
C5H14N2O, DFT ωB97M-V/def2-TZVPD
C 1.26423 -0.20385 -0.73068
C 2.60563 -0.72649 -0.30036
O 0.62774 -0.53520 1.46971
H 0.97052 -0.60982 2.38454
H 1.34636 0.78835 -1.16225
H 0.78662 -0.90558 -1.40994
H 3.26377 -0.80049 -1.17806
H 3.07718 -0.05915 0.42261
H 2.54355 -1.73760 0.10474
C -1.53999 0.17896 -1.39047
C -0.73734 0.62927 -0.20810
N -0.44662 2.03346 -0.24263
N -1.88237 -0.94704 1.30807
C -0.94750 0.08664 1.11641
H -1.28427 2.61142 -0.25841
H 0.16271 2.30717 0.51889
H -1.75100 -1.69459 0.63721
H -1.81115 -1.34680 2.23412
H -0.96955 0.78671 1.95056
H -2.33445 -0.53053 -1.15515
H -2.01726 0.99179 -1.95216
H -0.92682 -0.31666 -2.15866
```

Here are the Mulliken charges for atoms 1 to 4, given in e:
1. C -0.17
2. C -1.30
3. O -0.58
4. H 0.20


Q: Which of them is the most stable? A: b.


a.
C5H14N2O | ωB97M-V/def2-TZVPD

## Properties
- LUMO: 0.822 eV
- HOMO energy: -0.295 Ha
- SMILES: CN/C=C/CCN.O
- Spin multiplicity: 1
- Kohn-Sham gap: 8.842 eV

Geometry as XYZ:
```
22
C5H14N2O, DFT ωB97M-V/def2-TZVPD
C 0.54736 -1.32756 -1.89694
C 0.86336 0.13982 -1.50608
C 0.29319 0.44288 -0.14288
C -0.68152 1.34089 -0.01931
N -1.36209 1.65160 1.17414
C -1.63184 3.08264 1.37402
N -0.83251 -1.76851 -1.72235
H 0.85079 -1.49902 -2.92572
H 1.15274 -1.97366 -1.25868
H 1.93030 0.32523 -1.59230
H 0.41477 0.76793 -2.27688
H 0.62999 -0.18420 0.67530
H -1.04443 1.92469 -0.85946
H -0.88604 1.26372 1.97684
H -0.75040 3.62449 1.72160
H -2.12294 3.47557 0.49219
H -2.22238 3.15932 2.25770
H -1.43586 -1.36856 -2.43093
H -1.16152 -1.44259 -0.82115
H 2.23552 -2.77318 3.11704
H 1.81060 -3.54173 1.87033
O 2.45822 -2.90312 2.19424
```

Here are the Mulliken charges for atoms 1 to 4, given in e:
1. C -0.66
2. C -0.52
3. C -0.77
4. C 0.17


b.
C5H14N2O | ωB97M-V/def2-TZVPD

## Properties
- LUMO: 0.991 eV
- HOMO energy: -0.319 Ha
- SMILES: NCCC[C@H](N)CO
- Spin multiplicity: 1
- Kohn-Sham gap: 9.668 eV

Geometry as XYZ:
```
22
C5H14N2O, DFT ωB97M-V/def2-TZVPD
C -1.35166 -0.91014 -2.07507
O -2.04880 -2.13925 -2.27372
C -1.00482 -0.63962 -0.56706
C 0.32103 0.06906 -0.22179
C 0.35367 0.70342 1.12456
C 1.27834 1.96287 1.18946
N 2.65345 1.52148 1.41546
N -1.26432 -1.80198 0.29415
H -0.46019 -1.11662 -2.73192
H -1.83619 -0.08026 -2.51663
H -1.89498 0.11072 -0.20229
H 0.58081 0.76021 -1.09090
H 1.05229 -0.70968 -0.51602
H 0.99926 -0.08846 1.69646
H -0.48266 0.93261 1.69008
H 0.84245 2.67751 1.95302
H 1.25595 2.49973 0.10247
H 3.20432 2.09451 1.90377
H 2.84090 0.56186 1.46321
H -3.00242 -1.91896 -1.87771
H -0.93470 -1.70201 1.23319
H -1.10173 -2.78699 0.00730
```

Here are the Mulliken charges for atoms 1 to 4, given in e:
1. C -0.68
2. O -0.54
3. C 0.55
4. C -0.76


c.
C5H14N2O | ωB97M-V/def2-TZVPD

## Properties
- LUMO: 0.895 eV
- HOMO energy: -0.240 Ha
- Spin multiplicity: 1
- Kohn-Sham gap: 7.431 eV

Geometry as XYZ:
```
22
C5H14N2O, DFT ωB97M-V/def2-TZVPD
C 0.55410 -0.23141 0.40312
C -0.58767 0.38552 -0.18070
C 0.85444 -1.69394 0.23825
C -1.71519 -0.31402 -0.88601
C -1.05250 -0.22443 1.82836
N 0.39879 1.16909 -1.91600
N 1.57785 0.54767 0.80754
O 1.33978 2.17181 -1.32775
H 0.99915 3.00650 -1.66352
H 1.06584 0.50510 -2.32206
H -0.70980 1.43954 0.01874
H 1.58403 1.50184 0.43008
H 2.49037 0.13025 0.89773
H 1.38941 -1.82992 -0.70499
H -0.04266 -2.30480 0.22329
H 1.49388 -2.04395 1.04994
H -2.65826 -0.16267 -0.35872
H -1.55130 -1.38619 -0.98548
H -1.80480 0.11225 -1.88393
H -1.75517 0.59809 1.93062
H -0.32364 -0.18671 2.63265
H -1.54665 -1.18961 1.76884
```

Here are the Mulliken charges for atoms 1 to 4, given in e:
1. C 1.11
2. C -0.25
3. C -1.56
4. C -1.34


Q: Which of them is the most stable? A: a.